74
Properties=species:S:1:pos:R:3:forces:R:3:lowdin_charge:R:1 method="wB97M-V/def2-TZVPD" gap_ev=9.90 charge=-1 e_homo_ha=-0.262
B -0.030 0.281 -0.246 0.90 0.44 2.45 -1.24
F 0.779 -0.809 0.171 -0.39 0.51 -0.18 0.12
F 0.796 1.434 -0.387 0.38 -0.12 -0.65 0.09
F -0.697 -0.025 -1.367 -0.70 -0.19 -1.45 0.20
F -0.924 0.676 0.801 -0.02 -0.51 -0.06 0.09
C 2.936 -2.322 -2.249 -4.49 0.98 -4.79 -0.01
C 1.976 -3.247 -3.045 -0.49 0.36 -0.19 -0.19
N 1.227 -3.931 -3.627 1.80 1.47 1.28 0.10
H 3.310 -2.853 -1.558 3.64 -4.45 4.66 -0.01
H 3.609 -1.794 -2.850 0.98 0.42 -1.04 0.07
H 2.437 -1.633 -1.635 -1.55 1.26 0.15 0.05
C 1.020 0.170 -5.513 2.61 -0.20 -1.12 -0.09
C 0.529 0.238 -4.160 0.16 -2.39 3.40 -0.34
O 1.555 0.568 -3.226 1.13 -0.10 0.80 -0.09
H 1.231 1.082 -5.993 -0.31 1.97 -0.21 0.05
H 0.324 -0.301 -6.154 -0.44 -1.09 -0.71 0.07
H 2.086 -0.201 -5.576 -1.35 -0.77 0.28 0.11
H -0.008 -0.699 -3.814 0.93 0.34 -0.65 0.12
H -0.168 0.927 -3.906 -2.72 2.53 -0.51 0.07
H 1.202 0.757 -2.321 0.13 -0.21 -1.36 0.06
C -5.165 0.108 -2.731 -0.79 -0.05 0.37 -0.10
C -3.981 0.947 -2.274 1.99 1.46 -1.82 -0.37
O -3.462 0.366 -1.129 1.00 -0.13 0.52 -0.09
H -4.952 -0.985 -2.770 0.16 0.81 0.23 0.07
H -5.544 0.376 -3.725 -0.04 0.23 0.30 0.06
H -5.974 0.281 -1.938 0.93 -0.37 -1.21 0.10
H -4.253 2.009 -2.077 -0.46 -0.53 -0.04 0.10
H -3.007 1.154 -2.991 -2.63 -1.01 0.71 0.15
H -2.507 0.424 -1.300 -0.27 -0.46 0.97 0.04
C -1.969 -3.321 -1.789 -2.15 4.53 1.27 -0.03
C -1.610 -3.060 -0.247 -0.93 -3.70 -4.43 -0.29
O -2.243 -4.074 0.464 -0.63 -3.23 1.05 -0.08
H -1.518 -2.652 -2.620 -0.24 -0.97 1.84 0.08
H -3.100 -3.044 -1.804 1.72 -1.16 -0.41 0.09
H -1.721 -4.319 -1.952 0.03 -1.67 -0.44 0.03
H -1.852 -2.360 0.358 -2.42 6.81 2.00 0.04
H -0.617 -3.011 -0.150 4.47 -0.93 0.15 0.05
H -2.134 -4.023 1.435 0.14 0.37 -1.04 0.10
C -3.906 -0.330 4.769 0.09 -2.31 -0.18 -0.12
C -3.343 0.459 3.523 2.08 1.04 4.81 -0.36
O -2.845 -0.376 2.562 -1.19 -1.03 0.11 -0.04
H -3.264 -0.996 5.452 0.00 1.13 -1.42 0.08
H -4.652 -1.109 4.386 0.50 1.32 0.51 0.08
H -4.350 0.365 5.482 -0.41 0.09 -0.29 0.05
H -2.551 1.196 4.019 -0.88 -1.43 -1.26 0.14
H -4.156 1.146 3.408 -0.74 0.27 -1.77 0.08
H -2.146 -0.031 2.026 0.60 0.87 -0.57 0.04
C 3.948 5.217 -1.474 2.67 -1.98 -1.35 -0.10
C 3.034 3.981 -1.121 0.82 2.82 -0.35 -0.39
O 1.796 4.370 -0.567 -1.10 -5.65 2.44 -0.17
H 4.317 5.908 -0.684 -0.73 -0.77 -0.13 0.06
H 3.596 5.804 -2.313 -0.40 0.19 -0.06 0.04
H 4.997 4.709 -1.929 -2.61 1.26 1.18 0.12
H 3.659 3.399 -0.491 0.25 -0.87 1.02 0.08
H 2.781 3.415 -1.981 0.45 -0.57 -1.29 0.08
H 1.494 3.213 -0.192 0.54 5.46 -1.49 0.24
C 2.612 -2.040 3.671 1.55 6.31 0.82 -0.06
C 2.862 -2.106 2.213 -4.75 -8.46 4.45 -0.29
O 1.893 -2.912 1.538 2.10 -1.84 0.93 -0.03
H 1.601 -1.804 3.956 -0.43 0.74 -0.21 0.06
H 3.426 -1.133 4.242 -2.55 -2.70 -1.73 0.17
H 2.782 -2.891 4.146 1.21 -3.96 1.91 0.00
H 3.664 -2.674 2.032 3.60 -2.36 -0.05 0.08
H 3.092 -1.356 1.773 1.68 10.16 -5.25 0.01
H 1.155 -2.461 1.251 -2.32 2.07 -0.88 0.00
C 1.591 2.056 4.710 -0.05 -0.43 2.04 -0.12
C 1.128 1.450 3.439 0.69 -5.52 -0.33 -0.46
O 0.619 2.344 2.584 1.01 4.19 1.56 -0.02
H 2.361 2.790 4.393 -0.38 -0.20 0.82 0.07
H 2.074 1.213 5.526 -1.57 2.53 -2.44 0.14
H 0.632 2.573 5.080 1.80 -0.49 0.25 0.09
H 0.321 0.623 3.621 1.33 1.03 0.06 0.14
H 2.023 0.885 2.952 -1.17 0.61 0.66 0.12
H 0.174 1.969 1.889 -1.73 -1.75 -2.65 0.01

60
Properties=species:S:1:pos:R:3:forces:R:3:nbo_charge:R:1 method="wB97M-V/def2-TZVPD" s_squared=1.0978 gap_ev="5.82 / 6.48" spin_multiplicity=2 charge=+2 e_homo_ha="-0.521 / -0.517"
Re -0.321 0.935 0.137 -0.74 -0.83 0.84 1.46
C -2.149 3.169 0.047 0.34 -0.26 -0.16 -1.18
Si -3.345 1.736 -0.131 -0.05 -0.07 -0.09 1.78
C -4.075 1.665 -1.823 -0.04 0.05 -0.11 -1.15
C -4.590 1.651 1.223 -0.02 0.04 0.16 -1.15
N -2.161 0.347 0.064 -0.18 0.51 -0.22 -0.78
C -2.472 -0.986 0.126 0.08 -0.20 0.12 0.13
C -3.712 -1.579 -0.161 -0.03 0.18 -0.11 -0.18
C -3.802 -2.949 -0.268 0.16 -0.16 0.06 -0.20
C -2.672 -3.746 -0.061 -0.11 0.15 -0.03 -0.11
C -1.454 -3.183 0.315 0.13 -0.16 0.16 -0.26
C -1.393 -1.820 0.439 -0.03 -0.35 -0.04 0.28
O -0.275 -1.117 0.908 0.21 0.82 -0.88 -0.51
C 0.979 -1.810 1.019 0.28 0.15 0.13 0.21
C 1.835 -1.805 -0.062 -0.08 -0.04 -0.13 -0.27
C 3.084 -2.391 0.091 -0.01 -0.02 0.06 -0.17
C 3.439 -2.965 1.306 -0.03 0.03 -0.03 -0.18
C 2.554 -2.947 2.375 0.01 -0.03 -0.01 -0.19
C 1.304 -2.355 2.240 -0.11 -0.01 0.13 -0.20
H -2.713 4.091 0.215 0.07 0.02 0.01 0.32
H -1.555 3.345 -0.861 -0.04 0.02 0.00 0.27
H -1.477 3.101 0.917 -0.05 0.12 0.07 0.24
H -4.854 2.431 -1.889 0.02 -0.02 -0.04 0.28
H -4.546 0.707 -2.045 -0.01 0.01 0.01 0.26
H -3.338 1.874 -2.601 -0.01 0.01 0.01 0.26
H -5.254 2.515 1.135 0.00 -0.02 0.03 0.28
H -4.135 1.683 2.215 -0.01 0.01 -0.01 0.26
H -5.212 0.758 1.166 0.00 0.01 -0.01 0.26
H -4.582 -0.961 -0.339 0.03 0.01 -0.06 0.24
H -4.744 -3.410 -0.529 0.00 0.01 0.01 0.25
H -2.742 -4.819 -0.183 0.00 0.00 0.04 0.25
H -0.589 -3.800 0.517 -0.03 -0.02 0.00 0.26
H 1.531 -1.355 -1.000 0.00 -0.10 -0.02 0.24
H 3.776 -2.398 -0.741 -0.02 -0.03 0.00 0.24
H 4.408 -3.432 1.416 0.00 0.02 0.02 0.24
H 2.832 -3.390 3.322 0.00 0.00 -0.01 0.25
H 0.603 -2.320 3.064 0.01 0.00 0.00 0.24
S 4.035 1.393 -0.887 0.12 -0.03 0.02 0.55
C 3.950 1.510 0.852 0.10 -0.03 -0.08 -0.14
C 4.992 1.572 1.773 0.00 0.03 -0.05 -0.21
C 4.660 1.615 3.113 0.00 0.01 -0.01 -0.18
C 3.322 1.627 3.529 0.00 0.00 -0.01 -0.17
C 2.293 1.581 2.612 -0.06 -0.04 0.02 -0.22
C 2.621 1.499 1.263 -0.13 -0.03 -0.15 0.07
N 1.727 1.375 0.196 0.47 0.15 0.13 -0.60
C 2.344 1.294 -0.974 -0.14 0.01 0.04 0.12
C 1.517 1.008 -2.144 0.03 0.04 -0.02 -0.20
C 2.013 0.900 -3.437 0.03 0.06 0.13 -0.14
C 1.161 0.543 -4.470 -0.01 -0.01 -0.05 -0.19
C -0.173 0.277 -4.201 -0.03 0.00 0.02 -0.14
C -0.676 0.379 -2.905 -0.04 0.06 -0.07 -0.25
C 0.155 0.761 -1.863 -0.09 -0.08 0.16 -0.17
H 6.024 1.583 1.449 -0.01 -0.01 0.03 0.25
H 5.447 1.645 3.853 -0.01 0.03 0.00 0.25
H 3.096 1.675 4.586 0.01 0.02 -0.01 0.24
H 1.256 1.614 2.933 0.01 -0.03 0.03 0.21
H 3.064 1.085 -3.630 -0.02 0.02 -0.05 0.24
H 1.538 0.464 -5.481 0.01 -0.01 0.01 0.25
H -0.833 -0.021 -5.005 0.00 0.01 0.01 0.24
H -1.718 0.151 -2.721 0.01 -0.02 -0.01 0.22

93
Properties=species:S:1:pos:R:3:forces:R:3:lowdin_charge:R:1 method="wB97M-V/def2-TZVPD" gap_ev=5.72 e_homo_ha=-0.203
Y 0.124 -0.722 -0.922 -0.30 0.21 -0.07 1.27
C 1.733 -2.702 5.910 0.03 0.02 0.01 -0.04
C 2.742 -1.649 5.543 -0.03 -0.06 0.01 -0.21
C 3.749 -1.274 6.423 0.02 0.01 0.02 -0.04
C 4.685 -0.306 6.089 -0.04 -0.02 -0.01 -0.09
C 4.605 0.322 4.856 -0.02 -0.01 -0.02 -0.09
C 3.598 -0.022 3.968 -0.03 -0.02 -0.01 -0.04
C 2.680 -1.015 4.299 -0.04 -0.06 -0.06 -0.20
N 1.625 -1.388 3.422 0.09 0.10 0.03 0.14
C 1.645 -1.317 2.042 0.08 -0.14 0.06 -0.35
N 2.837 -1.645 1.497 -0.05 0.07 -0.02 0.14
C 3.340 -1.535 0.159 -0.06 0.00 0.14 -0.23
C 2.477 -1.399 -0.923 -0.14 -0.23 0.00 -0.19
C 3.105 -1.290 -2.170 0.04 0.02 -0.12 -0.17
C 4.483 -1.325 -2.340 0.00 -0.03 0.05 -0.11
C 5.290 -1.489 -1.224 -0.02 -0.01 0.01 -0.07
C 4.738 -1.599 0.046 0.03 0.01 0.04 -0.23
C 5.635 -1.788 1.244 -0.01 0.00 -0.05 -0.05
N 0.554 -1.030 1.382 0.00 0.16 0.06 0.02
C -0.579 -0.628 2.175 0.16 -0.06 -0.05 -0.30
C -0.704 0.696 2.571 0.00 0.07 -0.04 -0.04
C -1.803 1.109 3.310 -0.01 -0.04 -0.01 -0.09
C -2.773 0.183 3.665 0.04 -0.02 -0.02 -0.08
C -2.631 -1.144 3.280 -0.03 0.04 -0.01 -0.04
C -1.543 -1.574 2.531 -0.04 -0.07 0.03 -0.24
C -1.415 -2.999 2.077 -0.01 0.03 0.02 -0.04
H 2.003 -3.185 6.848 0.00 0.00 0.00 0.08
H 1.660 -3.463 5.133 0.00 0.00 -0.01 0.08
H 0.734 -2.274 6.036 -0.01 0.01 0.00 0.09
H 3.805 -1.763 7.389 0.00 0.00 0.00 0.11
H 5.465 -0.040 6.789 0.00 0.00 0.01 0.10
H 5.318 1.091 4.586 0.00 0.00 -0.01 0.10
H 3.517 0.485 3.015 -0.01 0.00 -0.04 0.12
H 0.696 -1.335 3.816 0.01 0.02 0.00 0.13
H 3.519 -1.919 2.185 0.00 0.00 -0.01 0.11
H 2.495 -1.191 -3.071 0.01 0.01 0.00 0.06
H 4.927 -1.246 -3.324 0.00 0.00 -0.01 0.09
H 6.368 -1.535 -1.334 0.00 0.00 0.00 0.10
H 6.680 -1.800 0.937 0.00 0.00 0.00 0.08
H 5.441 -2.737 1.755 0.00 0.00 0.00 0.09
H 5.518 -0.990 1.981 -0.01 0.02 0.01 0.07
H 0.062 1.404 2.274 0.00 0.00 0.01 0.11
H -1.901 2.146 3.604 0.00 0.01 0.00 0.10
H -3.638 0.491 4.236 -0.01 0.00 0.00 0.10
H -3.393 -1.865 3.550 -0.01 0.00 0.01 0.11
H -2.250 -3.596 2.444 0.01 0.00 0.02 0.08
H -0.486 -3.455 2.428 0.01 0.00 -0.02 0.08
H -1.418 -3.040 0.986 0.00 0.02 -0.01 0.06
C -2.048 -1.056 -0.830 0.23 -0.50 -0.08 -0.48
Ge -2.753 -0.110 -2.319 0.03 0.22 0.17 0.77
C -1.860 -0.584 -4.032 0.15 0.02 0.00 -0.28
C -0.517 -0.208 -4.169 0.03 -0.04 -0.03 -0.18
C 0.286 -0.688 -5.197 -0.04 0.00 0.01 -0.10
C -0.253 -1.561 -6.132 -0.01 0.00 0.01 -0.10
C -1.587 -1.935 -6.029 -0.05 0.04 0.07 -0.09
C -2.378 -1.454 -4.990 0.09 -0.02 -0.04 -0.10
C -2.313 1.838 -2.183 -0.04 0.09 0.06 -0.28
C -1.931 2.664 -3.241 0.00 0.06 0.08 -0.11
C -1.721 4.029 -3.055 -0.01 -0.08 0.02 -0.11
C -1.909 4.596 -1.801 -0.06 -0.05 -0.01 -0.13
C -2.301 3.791 -0.735 0.00 -0.01 -0.03 -0.11
C -2.491 2.429 -0.927 0.06 0.03 -0.06 -0.13
C -4.696 -0.093 -2.576 -0.05 -0.16 -0.07 -0.27
C -5.275 0.430 -3.732 -0.02 -0.02 0.04 -0.12
C -6.655 0.475 -3.882 0.04 0.00 0.00 -0.10
C -7.478 -0.003 -2.870 0.02 -0.02 0.04 -0.11
C -6.916 -0.527 -1.714 0.05 0.01 -0.02 -0.10
C -5.533 -0.574 -1.570 -0.05 0.04 -0.08 -0.11
H -2.806 -1.789 -0.525 -0.06 0.11 0.05 -0.10
H -0.092 0.540 -3.491 0.00 0.01 0.01 0.07
H 1.319 -0.372 -5.280 0.00 0.00 0.00 0.10
H 0.360 -1.941 -6.939 0.00 -0.01 0.00 0.10
H -2.012 -2.613 -6.759 0.00 0.00 -0.01 0.10
H -3.412 -1.773 -4.919 -0.01 0.00 0.01 0.10
H -1.794 2.242 -4.230 -0.01 -0.01 -0.03 0.09
H -1.428 4.651 -3.892 0.00 0.01 -0.02 0.10
H -1.769 5.661 -1.658 0.00 0.02 0.00 0.10
H -2.465 4.230 0.243 0.00 0.00 0.01 0.10
H -2.766 1.797 -0.088 -0.01 0.00 -0.01 0.09
H -4.642 0.810 -4.528 0.00 0.01 0.00 0.10
H -7.090 0.883 -4.786 0.00 0.00 -0.01 0.10
H -8.554 0.033 -2.984 -0.01 0.00 0.00 0.10
H -7.555 -0.900 -0.923 0.00 0.00 0.00 0.10
H -5.094 -0.984 -0.668 0.00 0.00 0.01 0.09
C 2.773 4.391 -0.714 -0.02 -0.01 -0.01 -0.08
C 1.299 4.144 -1.044 0.10 -0.12 0.01 -0.20
C 0.946 2.733 -0.888 -0.08 0.15 -0.02 -0.13
N 0.688 1.626 -0.749 0.06 0.28 -0.12 0.16
H 2.998 5.448 -0.839 0.01 0.00 0.00 0.08
H 3.422 3.817 -1.373 0.01 0.00 0.00 0.08
H 2.994 4.110 0.315 0.01 0.01 0.01 0.08
H 1.057 4.429 -2.070 0.00 -0.07 0.05 0.12
H 0.633 4.717 -0.399 -0.01 -0.03 0.01 0.12

19
Properties=species:S:1:pos:R:3:forces:R:3:nbo_charge:R:1 method="wB97M-V/def2-TZVPD" gap_ev=9.00 e_homo_ha=-0.302
C -0.647 -0.344 1.282 0.61 -0.24 0.21 0.17
C -0.785 -0.612 -1.700 0.00 0.26 0.36 -0.44
N -0.246 0.594 -1.066 -1.08 0.20 0.21 -0.60
C -0.284 0.837 0.373 -3.11 1.26 -0.95 0.49
C 1.626 0.715 -0.623 4.10 -0.26 0.32 0.24
N 0.233 -1.472 1.069 0.03 0.06 0.03 -0.85
O -0.641 0.087 2.621 -0.02 0.03 -0.15 -0.73
N -0.457 1.993 0.894 0.86 -0.99 0.06 -0.71
N 2.381 0.165 -1.392 -1.36 -0.77 0.12 -0.81
H -0.506 1.053 2.587 -0.11 -0.03 -0.02 0.50
H -0.389 1.434 -1.624 -0.11 -0.10 0.48 0.40
H -1.665 -0.673 1.019 0.13 0.15 -0.09 0.17
H -0.022 -2.214 1.713 0.04 0.09 -0.05 0.37
H 1.185 -1.190 1.281 -0.05 -0.06 0.05 0.37
H -0.224 2.784 0.302 -0.21 -0.12 -0.25 0.36
H 3.161 -0.436 -1.165 0.30 0.67 -0.16 0.42
H -0.437 -1.473 -1.132 -0.04 0.01 -0.17 0.25
H -1.877 -0.588 -1.718 -0.02 -0.14 -0.06 0.19
H -0.408 -0.661 -2.721 0.05 0.00 0.04 0.21